Density functional theory data (ωB97M-V/def2-TZVPD) for a molecular structure, C27H23Br9N4O8 at a distorted geometry.

Maximum force (hartree/bohr): 0.061
Lowest unoccupied orbital energy (eV): -0.869
E_HOMO (hartree): -0.356
Gap between HOMO and LUMO (eV): 8.81
Energy above the lowest of the compared OMol25 structures with the same formula, charge and spin (eV): 0.121

Last column: Löwdin charge in e.
CARTESIAN COORDINATES (ANGSTROEM)
O: -2.2472 -2.8858 -0.6343  0.0866
H: 0.5114 -0.8924 3.4718  0.0355
O: 3.4314 -4.7540 6.2917  0.0778
Br: 6.0245 0.1570 3.6045  0.5832
C: -1.9888 -0.1646 -2.7772  -0.0044
C: -4.6382 -0.8954 -3.2866  -0.0649
C: -2.5504 -1.2763 -2.1897  -0.1589
O: -1.8457 1.5391 0.2752  0.0839
H: -6.0366 -1.1039 2.9143  0.1118
H: 1.0566 -5.0740 6.0294  0.1188
H: -4.2042 -2.6182 -2.0789  0.1229
N: -2.2585 0.6837 0.9886  -0.3723
C: 2.1157 2.3195 -4.7228  -0.0680
Br: 4.1184 2.4866 4.7798  0.5415
C: -2.7815 0.5572 -3.6485  -0.0649
H: -1.2270 -4.2522 5.4811  0.1080
H: 2.6605 -1.8362 3.7680  0.0888
H: 1.5656 1.4425 -4.3964  0.1024
O: -0.5177 -1.9072 -1.3642  0.0171
C: 3.8206 3.9521 -4.4710  -0.0011
C: 0.5801 -1.7645 4.1040  -0.1125
H: 4.3396 1.5592 2.4774  -0.1498
Br: 3.3488 -0.3895 0.8374  0.5918
H: -5.6816 -1.1906 -3.3238  0.1099
C: 0.9060 -4.1251 5.5350  -0.0066
C: -3.8536 -1.6582 -2.4340  -0.0034
C: 1.8432 -2.2928 4.3184  -0.0514
Br: 1.6112 1.7318 -0.6853  0.6277
C: -4.2145 -0.3801 1.9908  0.0001
C: 2.6053 -4.2972 0.7068  -1.5558
H: -6.4521 2.3671 0.4698  0.1100
C: -4.1344 0.2783 -3.8310  -0.0626
H: -7.4646 0.4859 1.7090  0.1096
H: -2.4103 1.5120 -4.0098  0.1097
O: -1.6315 -0.1856 1.4896  0.0670
Br: 1.4260 1.5225 2.4765  0.6154
C: -5.8457 1.5946 0.9208  -0.0613
H: 3.3748 2.5191 -2.9733  0.0707
C: 2.3304 4.0900 -6.3201  -0.0130
H: -4.0377 2.4605 0.1674  0.1238
H: -0.9963 0.1929 -2.5537  0.1082
C: 2.0173 -3.3650 5.1701  -0.1452
C: 1.6446 0.5291 0.8071  -1.5467
C: 5.0575 1.7847 3.2469  -1.6491
C: -4.4851 1.6176 0.6768  -0.0019
O: 4.3134 -3.3863 4.8556  -0.0160
N: 4.0075 5.8362 -6.0079  -0.3614
O: 3.4358 6.4961 -6.8435  0.0880
C: 3.1334 2.8661 -3.9684  -0.0775
N: 3.3631 -3.8752 5.4510  -0.3441
H: -1.5169 -1.9759 4.4799  0.1019
H: -4.6870 0.8071 -4.5977  0.1082
C: -0.3546 -3.6404 5.2755  -0.0699
Br: 3.2102 -4.2034 -1.1369  0.5672
H: 4.6539 4.3085 -3.8780  0.1256
H: -3.5462 -1.1283 2.3904  0.1180
Br: 1.0360 -3.1812 0.9684  0.6636
H: 0.8399 -0.1915 0.7820  -0.0756
C: -6.3844 0.5219 1.6095  -0.0708
Br: 4.0520 -3.9116 1.9146  0.6502
C: -3.6944 0.6411 1.2292  -0.1534
C: -0.5357 -2.4110 4.6301  -0.0568
C: -5.5732 -0.4389 2.1989  -0.0572
H: 1.9476 4.5206 -7.2347  0.1237
N: -1.7020 -2.1055 -1.3464  -0.3746
H: 0.6946 2.6843 -6.2443  0.1080
C: 3.3914 4.5936 -5.6070  -0.1601
H: 2.2355 -5.2804 0.9367  -0.0329
C: 1.6541 2.9958 -5.8552  -0.0681
O: 5.0418 6.1546 -5.4560  0.0835
Br: 6.0984 3.2295 2.4466  0.5522